Density functional theory data (ωB97M-V/def2-TZVPD) for a molecular structure, C20H58AsF6N4O9 in a non-equilibrium geometry.

## Properties
Kohn-Sham gap	9.46	eV
E_HOMO	-0.254	Eh
net charge	-1
energy relative to the best compared isomer or geometry (same formula, charge and spin)	0.0	kJ/mol

Last column: Mulliken charge in e.
CARTESIAN COORDINATES (ANGSTROEM)
As -0.30310 -1.16905 -0.18501  1.98
F -1.24594 -0.24150 -1.34630  -0.48
F -0.73097 -2.60029 -1.05413  -0.52
F 0.52118 -2.20874 1.00095  -0.51
F 0.20187 0.31052 0.63245  -0.34
F -1.74128 -1.29822 0.86421  -0.45
F 1.22019 -1.02618 -1.05430  -0.48
C -0.80923 -0.53694 4.30378  -1.66
C -0.89886 0.88154 4.87083  1.39
C -2.37698 1.33471 4.85589  -0.45
O -2.62117 2.52485 5.58099  -0.51
C -2.00847 3.69158 5.08126  -0.48
N -0.32195 0.94118 6.21986  -0.73
H 0.17661 -0.94414 4.53781  0.48
H -1.04354 -0.60639 3.24444  0.19
H -1.45733 -1.18212 4.90671  0.48
H -0.31727 1.57345 4.25576  -0.45
H -3.06967 0.53402 5.11986  0.41
H -2.68244 1.51115 3.81483  0.19
H -2.60930 4.54716 5.39438  0.33
H -2.01473 3.66169 3.98842  0.13
H -1.01706 3.82615 5.52183  0.22
H -0.99810 1.48832 6.75074  0.27
H -0.31433 0.02759 6.66016  0.29
C -4.87298 -0.01950 1.80103  -1.26
C -4.78717 1.00092 0.60976  0.79
C -6.04191 1.82830 0.26919  -0.84
O -7.11730 0.94242 0.05956  -0.27
C -8.36718 1.51694 -0.20045  -0.76
N -3.46520 1.68705 0.79325  -0.54
H -3.92530 -0.52465 1.96494  0.34
H -5.53168 -0.85666 1.55414  0.36
H -5.27672 0.52543 2.65481  0.30
H -4.57536 0.48626 -0.33408  0.08
H -5.74516 2.55001 -0.49629  0.35
H -6.30441 2.42366 1.15462  0.30
H -8.36043 2.12535 -1.11020  0.30
H -8.73573 2.16520 0.60353  0.31
H -9.13909 0.75855 -0.32060  0.25
H -2.92802 1.43069 -0.02369  0.24
H -2.98274 1.27875 1.57533  -0.04
C 1.95954 -1.94112 -4.19636  -1.20
C 1.14998 -1.01721 -5.09300  0.54
C 0.03948 -0.30115 -4.32369  -0.22
O -0.93422 0.33600 -5.14448  -0.47
C -1.98124 0.89691 -4.41689  -0.61
N 2.06034 -0.13354 -5.80415  -0.74
H 2.64556 -2.61564 -4.71578  0.47
H 1.37887 -2.61531 -3.56392  0.34
H 2.66399 -1.35066 -3.60229  -0.08
H 0.58579 -1.68450 -5.75533  0.28
H 0.29144 0.45135 -3.56061  0.00
H -0.56838 -0.98119 -3.70725  0.28
H -2.51776 0.10916 -3.87442  0.25
H -2.69151 1.46733 -5.01341  0.32
H -1.64346 1.59956 -3.64338  0.22
H 2.21450 0.62317 -5.13550  0.26
H 1.47534 0.32774 -6.50235  0.38
C 5.31102 -4.03834 0.49449  -1.69
C 4.35478 -4.10030 -0.70368  0.26
C 4.04161 -5.55698 -1.02530  -0.60
O 3.62744 -5.59392 -2.41007  -0.26
C 3.79618 -6.81881 -3.02421  -0.87
N 3.21616 -3.24216 -0.41530  -0.25
H 6.29748 -4.43189 0.24437  0.45
H 4.79038 -4.50913 1.33117  0.34
H 5.51201 -2.99404 0.73543  0.38
H 4.96875 -3.69206 -1.50925  0.31
H 3.27202 -5.96833 -0.36895  0.24
H 4.96852 -6.13640 -1.02595  0.49
H 3.74493 -7.67019 -2.32909  0.34
H 4.78869 -7.03789 -3.45567  0.32
H 3.12116 -7.03994 -3.85203  0.26
H 2.47921 -3.73197 0.09108  0.20
H 2.75367 -3.09364 -1.31258  -0.09
C 3.31956 2.37052 -1.37754  -0.17
C 3.45549 1.23008 -2.33629  0.89
O 4.31715 1.45459 -3.42448  -0.57
O 2.79794 3.59975 -1.85413  -0.58
H 4.30975 2.59144 -0.96586  0.28
H 2.72928 1.93861 -0.56678  0.08
H 2.46622 0.81341 -2.59089  -0.80
H 3.77846 0.32685 -1.80509  0.11
H 4.15549 2.34692 -3.74951  0.35
H 2.10294 3.91216 -1.26573  0.33
C 0.26628 3.45563 1.73616  0.31
C 0.68276 4.91648 1.98123  -0.67
O 0.45898 5.19192 3.36061  -0.54
O 0.76785 3.05022 0.48658  -0.34
H -0.82199 3.36862 1.85239  0.03
H 0.57842 2.88696 2.62106  0.02
H 0.15763 5.65327 1.37436  0.33
H 1.74277 5.05945 1.74276  0.31
H 0.99768 4.57467 3.86365  0.31
H 0.90907 2.09524 0.50013  0.21
O 2.99352 -0.74742 1.11132  -0.70
H 3.07889 -1.60611 0.66104  0.54
H 2.20186 -0.35728 0.71311  0.17